No. 1
Molecular formula: C11H60B3N3O27S
Method: DFT, wB97M-V/def2-TZVPD

XYZ file:
```
105
Properties=species:S:1:pos:R:3:forces:R:3
C 0.00286 0.27799 2.25024 0.3 -0.5 -0.5
C 0.49459 -0.51879 1.23091 0.3 1.1 0.0
B -0.41652 -0.73185 0.04176 0.2 0.4 0.1
O -0.41575 -1.96522 -0.62481 0.4 0.9 -0.5
B -0.24541 -1.82079 -1.99454 -0.2 -0.5 -0.5
C 0.54959 -2.88393 -2.81643 -0.4 0.3 0.6
C 1.96018 -3.02865 -2.19067 -0.3 -0.4 -0.6
C 2.92700 -1.93595 -2.69788 0.5 -0.4 0.2
C 3.43394 -0.96941 -1.60979 -0.6 -0.2 0.1
C 2.61984 0.33594 -1.56873 0.4 -0.3 0.1
C 3.06631 1.38161 -2.58590 -0.4 0.6 0.3
C 4.47400 1.91510 -2.35401 0.1 -0.6 0.1
S 4.65714 2.72960 -0.72637 0.1 0.1 0.2
C 5.18881 1.41301 0.29500 -0.8 -0.4 0.3
N 4.48316 0.71355 1.16168 1.3 0.7 -0.8
N 5.35860 -0.20991 1.71820 1.9 0.6 -1.0
C 6.53273 0.00969 1.13629 -2.1 -0.4 1.0
O 6.49290 1.01350 0.23660 -0.4 -0.5 0.5
O -0.75427 -0.65584 -2.62387 0.3 0.1 0.5
B -1.00917 0.41890 -1.79917 -0.5 0.2 -0.2
O -0.97440 1.71218 -2.31003 -0.4 -0.3 0.1
N -0.67393 1.76100 -3.72030 0.3 0.0 -0.1
O -1.63731 1.86176 -4.35269 -0.2 0.0 0.0
O -1.31968 0.25040 -0.47397 0.6 0.0 -0.1
H -0.29218 -0.14315 3.20667 1.4 0.4 0.6
H -0.08643 1.35533 2.08266 -1.7 -0.3 -0.4
H 1.46537 -1.00403 1.33966 -1.0 -1.7 0.8
H -0.00868 -3.82590 -2.75597 0.2 0.0 0.0
H 0.60260 -2.60551 -3.86775 0.1 -0.1 0.1
H 2.34379 -4.00904 -2.48136 0.0 0.1 0.0
H 1.88129 -3.05166 -1.10070 0.1 0.2 0.0
H 3.79043 -2.44626 -3.13655 -0.1 0.1 0.0
H 2.44973 -1.39745 -3.52199 0.1 0.1 0.1
H 4.50842 -0.80863 -1.72575 0.0 0.3 0.0
H 3.31458 -1.46735 -0.63969 0.1 0.0 -0.1
H 2.63115 0.74107 -0.55301 0.0 0.1 -0.2
H 1.57905 0.08095 -1.78786 0.0 0.0 0.0
H 2.97869 0.99606 -3.60252 0.1 0.0 0.0
H 2.38173 2.23622 -2.51065 0.0 -0.1 -0.1
H 4.78240 2.66031 -3.08535 -0.2 0.0 0.1
H 5.19577 1.10213 -2.42676 0.1 0.2 0.1
H 7.44054 -0.54110 1.33475 0.0 0.2 -0.2
O -0.38282 -1.80338 -5.76711 0.0 0.1 0.1
H 0.20202 -1.47049 -6.45426 0.0 -0.1 -0.1
H -1.22416 -1.38016 -5.96511 0.0 -0.1 -0.2
O -1.62727 3.06953 0.57182 -0.2 0.0 0.2
H -2.04537 2.20197 0.54929 0.2 -0.1 -0.2
H -1.52292 3.28547 -0.36101 0.1 0.0 0.0
O -2.46062 1.06493 3.77052 0.1 0.2 0.3
H -3.22115 0.47270 3.76421 0.1 0.0 -0.2
H -2.47793 1.47549 2.90013 0.1 0.0 0.0
O -4.32299 -0.45355 2.18732 0.0 -0.2 0.0
H -4.72523 -1.31912 2.31644 -0.1 0.0 -0.1
H -4.25090 -0.37994 1.22814 0.0 0.0 0.0
O -2.68270 1.33764 6.84449 0.0 0.0 0.0
H -3.07711 0.46025 6.93837 0.0 0.0 0.0
H -2.58516 1.44646 5.89099 0.0 0.1 -0.2
O -4.28072 -1.31265 5.43386 0.0 0.1 0.0
H -4.67395 -2.17547 5.59702 0.0 0.0 0.1
H -4.20648 -1.25500 4.47676 0.0 -0.1 0.0
O 3.70861 3.65024 2.81266 0.0 -0.1 0.0
H 4.19224 3.41821 3.61208 0.0 0.0 0.0
H 3.83514 2.89441 2.22568 -0.1 0.0 0.0
O -4.72561 1.59005 8.78615 0.0 0.0 0.0
H -4.01675 1.80421 8.16267 -0.1 -0.1 0.0
H -5.51992 1.91810 8.35454 0.0 0.0 0.1
O 2.34635 -0.00607 3.88957 0.3 -0.1 0.1
H 2.33540 0.69095 4.56024 -0.2 0.1 -0.1
H 3.05291 0.25028 3.28405 0.0 -0.1 -0.1
O 2.08156 1.76753 -6.03759 0.1 0.0 -0.1
H 1.37572 1.11542 -6.11645 0.0 0.0 0.1
H 2.09978 2.21335 -6.89112 -0.1 0.0 0.0
O -3.31515 4.53986 7.97378 0.0 0.0 -0.1
H -2.82339 4.32232 8.77145 0.0 0.0 0.0
H -3.30863 3.72103 7.46618 0.1 0.0 0.0
O -4.80979 3.02144 3.92969 -0.2 0.0 -0.2
H -4.67338 2.30126 3.30539 0.0 -0.1 0.1
H -3.97195 3.49523 3.92732 0.0 0.1 0.1
O 1.41506 -5.25982 -4.52111 0.1 -0.2 -0.1
H 0.94074 -6.09696 -4.49883 0.0 0.0 0.0
H 1.41063 -5.00847 -5.45010 0.0 0.0 0.0
O 4.86020 1.05571 -5.14495 0.0 0.1 -0.3
H 5.57717 1.39898 -5.68750 0.1 -0.1 0.0
H 4.05518 1.31313 -5.62082 -0.1 -0.1 0.2
O -3.74570 -1.74908 -1.36138 0.0 0.0 -0.1
H -3.79997 -2.34090 -2.12339 -0.1 0.0 0.0
H -2.87708 -1.34092 -1.44215 0.0 0.0 0.1
O 1.58341 -2.86585 4.69538 0.1 -0.1 0.0
H 1.84372 -3.48833 4.01061 0.0 0.0 0.0
H 2.12488 -2.08250 4.52839 -0.1 0.2 -0.1
O 1.12670 2.47850 4.90807 0.0 -0.1 -0.1
H 0.33465 1.92811 4.89673 0.0 0.1 0.1
H 1.10657 2.95694 4.07014 0.1 0.0 0.1
O -3.43832 -4.44646 -2.77121 -0.2 0.1 0.2
H -3.52738 -4.47943 -1.81099 0.1 0.0 0.0
H -4.08189 -5.08647 -3.09425 0.1 0.0 -0.1
O -7.51899 1.82032 2.75244 0.0 0.1 0.0
H -6.88580 2.45735 3.10525 0.0 0.0 0.1
H -8.35404 2.06812 3.15967 0.0 0.0 0.0
O -1.40424 0.45519 -7.24747 0.1 0.1 0.1
H -1.64395 0.68671 -6.34230 0.0 0.2 -0.1
H -1.53033 1.26698 -7.74886 -0.1 0.0 0.0
O -2.55217 -3.76729 -5.50344 -0.2 0.2 -0.1
H -1.80399 -3.24873 -5.18586 0.2 -0.2 -0.1
H -3.26623 -3.54323 -4.89958 0.0 -0.1 0.1
```
Positions in Å, forces in eV/Å.

As for the LUMO energy: -0.04066 Ha.

Löwdin population analysis, charges in e, atoms 1 to 4:
1. C 0.081
2. C 0.011
3. B -0.558
4. O 0.284

=====

No. 2
Molecular formula: C35H26BaIN2O4P
Method: DFT, wB97M-V/def2-TZVPD

XYZ file:
```
70
Properties=species:S:1:pos:R:3:forces:R:3
Ba -0.18959 -0.19111 0.91730 -0.3 0.2 -2.2
N 2.71931 0.74334 0.44950 -0.2 0.2 0.2
C 3.34270 2.01705 0.27258 -0.1 -0.3 0.0
C 4.72129 2.09183 0.10894 0.1 0.0 0.0
C 5.34780 3.31224 -0.07435 0.0 0.0 0.0
C 4.59857 4.48090 -0.07820 -0.1 -0.1 0.0
C 3.22159 4.40965 0.07607 0.0 0.0 0.0
C 2.56931 3.18466 0.23562 0.0 0.1 0.0
P 0.74143 3.04076 0.22874 0.0 0.0 0.1
C 0.19434 4.74381 -0.15452 0.0 0.0 0.0
C -0.06573 5.03790 -1.49123 0.0 0.0 -0.1
C -0.44909 6.31644 -1.87532 0.0 0.0 0.0
C -0.59020 7.31207 -0.91864 0.0 -0.1 0.1
C -0.34418 7.02683 0.42112 0.0 -0.1 -0.1
C 0.04900 5.74980 0.80130 0.0 0.0 0.0
C 0.28997 2.91411 2.00949 0.0 0.2 0.1
C 1.21155 2.83910 3.05224 -0.1 0.0 0.1
C 0.77388 2.74992 4.37323 0.0 0.0 -0.1
C -0.58334 2.74953 4.66248 0.1 0.0 0.0
C -1.51113 2.82329 3.63083 0.0 0.0 -0.1
C -1.07879 2.89126 2.31548 0.1 0.0 0.0
H 3.37415 -0.00424 0.25780 0.0 0.0 0.0
H 2.39797 0.60040 1.40791 0.3 0.1 0.1
H 5.30635 1.17866 0.13809 0.0 0.0 0.0
H 6.42264 3.34916 -0.20180 0.0 0.0 0.0
H 5.07933 5.44108 -0.21030 0.0 0.0 0.0
H 2.63965 5.32275 0.04538 0.0 0.0 0.0
H 0.03277 4.25750 -2.23801 0.0 0.0 0.0
H -0.64587 6.53093 -2.91847 0.0 0.0 0.0
H -0.89644 8.30769 -1.21406 0.0 0.0 0.0
H -0.45637 7.80068 1.17057 0.0 0.0 0.0
H 0.24282 5.53650 1.84593 0.0 0.0 0.0
H 2.27416 2.86186 2.83867 0.0 0.0 0.0
H 1.49874 2.68393 5.17531 0.0 0.0 0.0
H -0.91868 2.67997 5.69042 0.0 0.0 0.0
H -2.57116 2.81112 3.85050 0.0 0.0 0.0
H -1.80889 2.95413 1.51329 0.0 0.0 0.0
I -3.36603 -0.60697 -0.17675 -0.3 -0.1 -0.1
C -3.29078 -2.71818 -0.24594 0.2 0.0 0.0
C -4.49234 -3.34420 -0.37816 0.0 -0.2 0.0
C -4.51928 -4.75574 -0.46684 0.0 0.1 0.0
C -3.35119 -5.45979 -0.43210 0.1 0.0 0.0
C -2.09924 -4.80135 -0.29911 0.1 0.0 0.0
C -0.88632 -5.54424 -0.27672 -0.1 0.0 0.0
C 0.30826 -4.90060 -0.15107 -0.1 0.1 0.0
C 0.33457 -3.48637 -0.02989 0.2 -0.1 0.1
C -0.78392 -2.68495 -0.02486 -0.4 0.0 -0.1
C -2.02969 -3.38135 -0.18421 -0.1 0.0 0.0
H -5.41233 -2.77762 -0.42002 0.0 0.0 0.0
H -5.47054 -5.26310 -0.56730 0.0 0.0 0.0
H -3.36037 -6.54268 -0.50831 0.0 0.1 0.0
H -0.93450 -6.62453 -0.36406 0.0 0.0 0.0
H 1.23383 -5.46671 -0.14019 0.0 0.0 0.0
H 1.32945 -3.03843 0.08314 -0.1 0.0 0.0
O 1.34428 -0.51037 2.78353 0.0 -0.1 1.3
C 0.36869 -0.52165 3.61372 0.1 0.1 -0.2
O -0.83702 -0.36862 3.26782 0.5 -0.2 0.9
C 0.67532 -0.71214 5.06454 0.0 0.0 0.0
C -0.36219 -0.79706 5.98304 0.0 0.0 0.1
C -0.08493 -0.94648 7.33510 0.0 0.0 0.0
C 1.23154 -1.00210 7.77220 -0.1 0.0 0.1
C 2.24120 -0.91074 6.83323 0.3 0.0 0.1
C 1.99349 -0.77178 5.48634 0.1 0.0 -0.1
N 3.65432 -0.95832 7.29258 -0.2 0.1 -0.1
O 4.52248 -0.85241 6.45185 0.0 0.0 0.0
O 3.85229 -1.08339 8.48303 0.0 0.0 0.0
H -1.38065 -0.74457 5.61849 0.1 0.0 0.0
H -0.89191 -1.01952 8.05211 0.0 0.0 0.0
H 1.48312 -1.11359 8.81686 0.0 0.0 0.0
H 2.80340 -0.70739 4.77466 0.0 0.0 0.0
```
Positions in Å, forces in eV/Å.

Its energy above the lowest of the compared OMol25 structures with the same formula, charge and spin is 75.5 kJ/mol. As for the LUMO energy: -0.01466 Ha.

Löwdin population analysis, charges in e, atoms 1 to 4:
1. Ba 1.701
2. N 0.029
3. C -0.326
4. C -0.035

=====

| no. | E_tot (a.u.) |
| --- | --- |
| 1 | -3123.73316 |
| 2 | -2424.35223 |